Record 1
Computed, not measured: an isolated ion of composition C4H11N2S and charge +1, with the ωB97M-V functional and the def2-TZVPD basis.

XYZ file:
```
18
Properties=species:S:1:pos:R:3:forces:R:3:lowdin_charge:R:1
C -0.095684 -1.994095 3.066500 1.42 1.13 1.80 -0.0513
C -0.102524 -1.632257 1.812487 -0.78 -0.39 -1.09 -0.5870
S 1.110527 -0.658060 0.988987 -1.01 -0.20 -1.49 0.8632
C -0.110432 -0.090210 -0.555567 2.49 0.74 3.52 -0.5046
N -1.183636 0.585689 -0.013019 -1.38 2.24 1.05 0.0071
N 0.953286 0.832736 -1.249868 0.08 -0.19 1.53 -0.0496
C 0.331651 1.585301 -2.387408 -0.59 1.71 -0.93 -0.0364
H -0.802267 -2.665244 3.516272 -0.27 -0.14 -0.12 0.0693
H 0.653743 -1.527578 3.738661 -0.46 -0.64 -0.30 0.0795
H -0.906025 -2.049087 1.208809 0.27 0.03 -0.43 0.0684
H -0.570488 -0.882520 -1.094659 0.91 -0.99 -1.08 0.1251
H -1.829615 -0.060253 0.503781 0.82 1.06 -0.85 0.1214
H -1.046352 1.502356 0.533151 0.02 -2.22 -0.93 0.1505
H 1.216356 1.493653 -0.437139 -0.10 -1.19 -1.56 0.1693
H 1.870081 0.233155 -1.492724 -2.64 1.63 0.47 0.2283
H -0.136106 0.801964 -2.965403 -0.41 0.16 -0.36 0.0899
H -0.444124 2.456874 -2.145801 1.71 -2.35 0.22 0.1557
H 1.091609 2.067576 -3.027060 -0.08 -0.38 0.53 0.1014
```
Positions in Å, forces in eV/Å.

Calculated values
SMILES: C=CS[C@@H](N)[NH2+]C
Total charge: +1

***

Record 2
Computed, not measured: CH7OS2 as an isolated structure, with the ωB97M-V functional and the def2-TZVPD basis.

XYZ file:
```
11
Properties=species:S:1:pos:R:3:forces:R:3:lowdin_charge:R:1
O -1.481955 0.363314 -3.785546 0.40 0.02 -0.13 -0.0670
H 0.239634 0.220110 0.045534 0.88 -0.14 1.65 -0.3412
H -1.472552 0.307017 -2.828152 -0.43 -0.01 -0.05 -0.0376
H -2.386908 0.230087 -4.083662 -0.02 -0.02 0.16 0.0468
C 0.764586 0.195529 2.822646 0.16 -1.31 -1.92 -0.3872
S -0.580181 0.286064 1.645753 0.29 -0.14 -0.57 0.9208
S 0.543205 -0.437582 -1.174409 -1.71 0.92 -2.04 0.7633
H 1.636853 0.654393 2.379582 0.09 0.83 0.62 0.0493
H 0.991796 -0.881285 2.821516 -0.15 0.01 0.64 0.0640
H 0.402633 0.487416 3.809034 0.01 0.19 0.05 0.0826
H 1.342888 -1.425062 -1.652296 0.49 -0.34 1.58 -0.0938
```
Positions in Å, forces in eV/Å.

Calculated values
Total charge: +1

***

Record 3
Computed, not measured: an isolated ion of composition C4H9N2 and charge +1, with the ωB97M-V functional and the def2-TZVPD basis.

XYZ file:
```
15
Properties=species:S:1:pos:R:3:forces:R:3:lowdin_charge:R:1
C -0.698112 1.839363 -0.986764 -0.28 -1.52 0.26 -0.0736
C -1.039201 0.323121 -0.543583 1.11 2.04 -2.27 -0.1569
C 0.326915 -0.317040 -0.381109 -0.11 0.58 0.49 -0.1171
N 0.473385 -1.790858 -0.150594 -0.98 -2.52 -2.76 0.2073
C 0.761817 -1.079911 0.848747 0.18 0.63 -0.25 -0.2565
N 1.185938 -1.125088 2.070259 -0.15 -1.67 -0.03 0.2655
H -0.237992 1.787907 -1.960524 0.23 0.20 -0.37 0.0682
H 0.017163 2.226416 -0.280531 0.33 0.32 0.26 0.0664
H -1.523612 2.544300 -1.037828 -0.29 -0.39 0.10 0.0803
H -1.522196 -0.154198 -1.418695 -0.13 0.08 0.78 0.1276
H -1.645344 0.443134 0.302919 -0.92 -0.73 1.25 0.0910
H 1.026166 0.310245 -1.014990 0.05 -1.75 0.80 0.1625
H 0.199357 -2.764938 -0.579627 0.87 2.56 1.38 0.2456
H 1.305312 -0.266356 2.508745 0.35 1.60 1.09 0.1171
H 1.370404 -1.976099 2.623576 -0.26 0.58 -0.74 0.1724
```
Positions in Å, forces in eV/Å.

Calculated values
SMILES: CC[C@@H]1NC1=[NH2+]
Total charge: +1

***

Record 4
Computed, not measured: C6H13NS as an isolated structure, with the ωB97M-V functional and the def2-TZVPD basis.

XYZ file:
```
21
Properties=species:S:1:pos:R:3:forces:R:3:lowdin_charge:R:1
C 0.863370 -2.300611 -0.254574 0.60 -2.99 -2.72 -0.0880
C 1.168589 -1.063417 0.501618 1.97 -1.97 1.77 -0.3965
C 1.143087 0.130109 -0.359103 1.36 1.93 2.43 -0.1061
C -0.189649 0.443528 0.237123 -3.44 1.89 -2.10 -0.6018
C -1.354538 0.402777 -0.877218 -0.68 1.13 0.93 -0.0526
C -0.370920 1.723502 1.018433 -1.41 1.84 1.50 -0.5212
H 1.558523 -2.737626 -1.225893 -1.53 1.54 2.98 0.1534
H -0.106021 -2.029906 -0.679341 0.14 -0.67 -0.58 0.0436
H 0.645534 -3.167637 0.420415 0.43 0.59 -0.50 0.0823
H 2.134290 -1.160335 1.139296 -1.83 0.09 -0.46 0.1620
H 1.323196 -0.107381 -1.319751 -0.27 -0.53 -3.65 0.0853
H 1.908272 0.843998 -0.108971 0.24 0.53 0.28 0.1215
H -1.366066 -0.658853 -1.235521 -0.40 1.30 -0.26 0.0713
H -1.117755 1.222105 -1.640060 -0.02 -1.98 0.42 0.0448
H -2.418737 0.786922 -0.487209 2.19 -1.34 -0.44 0.1149
H -1.391355 1.755918 1.488959 0.72 -0.66 -0.51 0.0711
H 0.245197 1.895706 1.932478 0.30 -0.43 -1.03 0.0855
H -1.357684 2.713610 -0.992307 2.06 1.96 2.45 -0.0429
H -0.804685 -1.346343 1.251028 -1.30 -0.95 -0.05 0.0977
N -0.115439 -0.670340 1.113012 2.52 0.69 1.78 0.0567
S -0.397207 3.324275 0.077587 -1.64 -1.97 -2.26 0.6193
```
Positions in Å, forces in eV/Å.

Calculated values
Total charge: 0

***

What did we get for LUMO energy? Answer: -3.7; -9.7; -3.1; 0.8 eV, in the order shown.
What did we get for frontier orbital gap? Answer: 8.670; 4.689; 12.525; 9.468 eV, in the order shown.
What did we get for energy relative to the best compared isomer or geometry (same formula, charge and spin)? Answer: 61.7; 119.7; 62.2; 75.7 kcal/mol, in the order shown.